A 3-piece molecular cluster, C3H7O2 overall in a non-equilibrium geometry. Source: the OMol25 dataset; level of theory: ωB97M-V/def2-TZVPD.

CARTESIAN COORDINATES (ANGSTROEM)
H (4.1935, 0.9427, 1.5298)
C (-3.0293, 0.2604, -0.5132)
H (-4.0798, -0.1921, -0.6100)
H (-2.7508, 1.0327, -1.2899)
O (2.5473, -1.0872, -0.8735)
C (1.4879, -0.6450, -0.4248)
O (-0.8056, 0.3644, 0.3054)
H (0.4557, -1.1339, -0.6047)
H (-2.2136, -0.8765, 1.0028)
H (1.2724, 0.4420, -0.0755)
H (4.8927, 1.0543, 1.3222)
C (-1.9703, -0.1617, 0.2314)

Atomic forces in eV per Å
-0.1 0.0 0.0
-1.0 0.5 -2.1
1.9 0.4 0.5
-0.6 -0.7 0.8
-1.5 0.7 1.3
-0.5 0.6 -2.1
-0.3 -0.2 -0.2
1.6 0.1 0.6
-0.1 -1.1 0.5
0.9 -1.6 0.0
0.1 0.0 0.0
-0.3 1.3 0.7

The net charge is -1. The spin multiplicity is 1. The value obtained for the lowest unoccupied orbital energy is 4.181 eV. The value obtained for the HOMO-LUMO gap is 0.2498 hartree. Its HOMO energy is -2.616 eV.

An isolated molecule of C3H7O2P in a non-equilibrium geometry. Source: the OMol25 dataset; level of theory: ωB97M-V/def2-TZVPD.

CARTESIAN COORDINATES (ANGSTROEM)
O (-0.4381, 0.3193, -1.1349)
O (1.2681, 1.8287, 0.4607)
H (-1.6166, 0.4612, 0.7662)
H (-0.2719, -1.2969, 1.1318)
P (-0.0832, 2.4737, 0.2789)
H (1.3081, -0.0895, 1.1070)
H (-2.1825, 1.3874, -0.4988)
H (0.9225, -0.7232, -1.7366)
H (0.0495, 2.9426, -1.0621)
C (-1.2945, 0.9218, -0.1438)
C (0.4275, -0.5334, -0.7620)
C (0.7241, -0.9125, 0.6388)
H (1.4178, -1.8134, 0.5599)

Atomic forces in eV per Å
-3.1 -0.9 1.7
0.9 -0.8 0.2
0.8 -1.3 0.3
2.0 1.1 -0.5
-0.8 0.5 0.7
-1.0 -0.3 0.0
-0.4 0.0 -1.5
0.7 -0.9 1.3
-0.6 -0.1 -0.5
1.7 2.6 -0.3
1.0 1.9 -1.4
-0.4 -2.9 -0.3
-0.9 1.0 0.3

The spin multiplicity is 1. The value obtained for the lowest unoccupied orbital energy (alpha / beta) is -0.621 / -0.622 eV. The value obtained for the HOMO-LUMO gap (alpha / beta) is 0.2425 / 0.2424 hartree. Its HOMO energy (alpha / beta) is -7.218 / -7.217 eV.

C3H7O2PS2 as an isolated structure in a non-equilibrium geometry. Source: the OMol25 dataset; level of theory: ωB97M-V/def2-TZVPD.

CARTESIAN COORDINATES (ANGSTROEM)
H (-0.6745, 2.2604, 0.8676)
O (2.1314, 1.5760, -0.5750)
S (1.4480, -1.3918, 0.6057)
C (1.0091, 1.3687, -0.3203)
S (3.2503, -2.4994, 0.8423)
O (-1.3054, 0.1378, -0.7496)
H (0.2959, 0.8100, 1.5096)
C (-2.4797, -0.6380, -0.8647)
H (0.9318, 2.6415, 1.3574)
C (0.3598, 1.8125, 0.9353)
H (-2.1826, -1.5996, -1.3211)
H (-2.7090, -0.7416, 0.2140)
H (2.9126, -3.7661, 0.3945)
P (0.1217, 0.0471, -1.4208)
H (-3.1094, -0.0174, -1.4748)

Atomic forces in eV per Å
0.9 -1.0 -0.4
3.3 0.9 -1.0
2.5 -2.2 0.4
-3.4 -1.6 -0.4
-1.8 0.3 -0.1
-0.2 1.3 0.9
0.1 2.0 -0.2
1.7 -0.5 0.7
0.4 -0.7 0.5
-1.8 0.0 0.9
-0.8 0.2 0.1
-1.0 -0.3 -0.9
-0.1 0.9 0.2
1.1 1.0 -0.6
-1.0 -0.4 0.0

The spin multiplicity is 3. The value obtained for the lowest unoccupied orbital energy (alpha / beta) is 0.137 / -2.478 eV. The value obtained for the HOMO-LUMO gap (alpha / beta) is 0.2591 / 0.2219 hartree. Its HOMO energy (alpha / beta) is -6.914 / -8.516 eV.

A 2-piece molecular cluster, C3H7O2S overall in a non-equilibrium geometry. Source: the OMol25 dataset; level of theory: ωB97M-V/def2-TZVPD.

CARTESIAN COORDINATES (ANGSTROEM)
H (-1.9472, -1.3702, 2.9625)
H (0.3356, 2.0072, -3.9438)
H (0.4221, 0.8752, -0.2461)
O (-0.1022, 1.3050, -2.1194)
O (1.9770, 1.3147, -2.9913)
C (0.7503, 1.5296, -3.0109)
C (-1.0926, -1.3823, 2.2939)
H (-0.1406, -1.5567, 2.7831)
H (-1.2628, -2.0159, 1.4406)
S (-0.8751, 0.3428, 1.6420)
C (0.4428, 0.0104, 0.4397)
H (1.3911, -0.2208, 0.9000)
H (0.1015, -0.8391, -0.1502)

Atomic forces in eV per Å
0.1 -0.2 0.2
0.1 0.0 -0.1
0.5 -0.5 0.1
-0.1 0.1 -0.3
0.0 0.0 -0.1
0.0 0.0 0.3
0.4 1.8 -0.4
-0.2 -0.7 0.3
0.0 -0.5 -0.1
-0.1 -0.6 0.2
-1.1 0.2 -0.1
0.3 0.2 0.2
0.2 0.0 -0.2

The net charge is -1. The spin multiplicity is 1. The value obtained for the lowest unoccupied orbital energy is 3.287 eV. The value obtained for the HOMO-LUMO gap is 0.2712 hartree. Its HOMO energy is -4.093 eV.

A 2-piece molecular cluster, C3H7O2S overall in a non-equilibrium geometry. Source: the OMol25 dataset; level of theory: ωB97M-V/def2-TZVPD.

CARTESIAN COORDINATES (ANGSTROEM)
O (0.6771, 1.0598, -2.2704)
H (-2.2607, -0.6284, -1.0724)
C (1.4231, -0.5794, 0.7874)
H (0.0228, -0.8517, 2.4265)
H (-1.3398, -0.1888, -2.7327)
H (2.4467, -0.0920, 0.9000)
O (-0.7250, 1.6033, -0.3147)
S (0.0657, 0.5541, -1.0270)
H (1.3382, 0.4648, 2.7380)
H (-0.0956, 0.7843, 1.7738)
C (0.5923, 0.0052, 1.9325)
H (-0.8044, -1.5053, -1.5576)
C (-1.3403, -0.6257, -1.5834)

Atomic forces in eV per Å
0.0 -0.6 -0.1
-0.8 0.4 0.7
-0.4 0.1 0.1
0.5 1.1 -0.4
-0.6 -1.4 2.8
-1.0 0.2 -1.0
0.3 -0.3 -0.1
-0.8 1.0 1.7
-1.4 -1.0 -1.2
-0.9 1.1 -0.8
2.2 -1.5 2.4
0.6 -2.4 -0.2
2.3 3.4 -3.8

The net charge is -1. The spin multiplicity is 1. The value obtained for the lowest unoccupied orbital energy is 4.105 eV. The value obtained for the HOMO-LUMO gap is 0.2638 hartree. Its HOMO energy is -3.072 eV.

A 2-piece molecular cluster, C3H7O2S overall in a non-equilibrium geometry. Source: the OMol25 dataset; level of theory: ωB97M-V/def2-TZVPD.

CARTESIAN COORDINATES (ANGSTROEM)
H (-1.4101, 0.7425, 1.8677)
H (0.2081, 0.5501, 1.1969)
H (-0.6865, 0.8918, -1.0939)
H (-2.3143, 0.8960, -0.4977)
C (-1.2953, 1.2057, -0.2498)
O (1.7659, 0.1151, -1.1841)
H (0.0380, -1.6611, 0.1637)
H (3.2661, -1.0878, -0.6324)
S (-1.1202, -1.3896, 0.8500)
C (2.1796, -0.9541, -0.7948)
H (-1.2834, 2.2766, -0.0691)
C (-0.8511, 0.4241, 0.9874)
O (1.5031, -2.0094, -0.5440)

Atomic forces in eV per Å
0.0 -0.1 0.1
0.0 0.2 0.0
0.2 0.4 -0.1
0.0 0.2 0.1
-0.4 -1.0 0.2
0.1 -0.2 0.3
-0.3 0.0 0.2
0.1 -0.6 0.1
0.1 0.5 -0.2
-0.1 1.8 -0.8
0.2 0.1 -0.1
0.0 -0.2 -0.2
0.1 -1.1 0.4

The spin multiplicity is 2. The value obtained for the lowest unoccupied orbital energy (alpha / beta) is 0.905 / -4.097 eV. The value obtained for the HOMO-LUMO gap (alpha / beta) is 0.3802 / 0.1867 hartree. Its HOMO energy (alpha / beta) is -9.442 / -9.178 eV.

C3H7O2Yb as an isolated structure in a non-equilibrium geometry. Source: the OMol25 dataset; level of theory: ωB97M-V/def2-TZVPD.

CARTESIAN COORDINATES (ANGSTROEM)
H (-1.4501, -0.9157, -1.3856)
H (-2.2026, -0.5079, 1.6015)
C (-1.7311, -0.2635, 0.6453)
O (-1.1969, 0.9338, 0.6493)
C (-1.6255, -1.1999, -0.3429)
H (-0.7258, 1.4976, -1.2618)
H (-2.0418, -2.1871, -0.1475)
H (2.9807, 0.8702, 0.5865)
C (-0.1755, 1.2108, -0.3481)
H (3.8132, -0.5011, 0.2784)
O (2.9282, -0.1412, 0.4019)
Yb (1.0214, -0.9137, -0.5316)
H (0.4058, 2.1175, -0.1453)

Atomic forces in eV per Å
0.1 0.0 0.1
0.0 0.2 -0.3
-0.6 -2.4 -0.3
3.3 1.6 -0.9
-0.2 0.2 0.6
0.4 -1.1 -0.5
-0.1 0.3 -0.2
0.5 -2.4 -0.2
-3.2 2.3 0.4
0.5 0.3 0.2
-0.5 2.5 0.2
-0.4 -0.9 -0.1
0.1 -0.4 1.0

The net charge is +2. The spin multiplicity is 2. The value obtained for the lowest unoccupied orbital energy (alpha / beta) is -9.063 / -11.641 eV. The value obtained for the HOMO-LUMO gap (alpha / beta) is 0.3464 / 0.2440 hartree. Its HOMO energy (alpha / beta) is -18.490 / -18.280 eV.

A 2-piece molecular cluster, C3H7O3 overall. Source: the OMol25 dataset; level of theory: ωB97M-V/def2-TZVPD.

CARTESIAN COORDINATES (ANGSTROEM)
H (-3.1221, 1.4557, -0.3740)
H (-1.8362, -0.6308, -1.2836)
C (-0.1867, -0.3649, 0.0906)
C (-2.0540, 1.2500, -0.2282)
H (2.2358, -0.0005, -0.4973)
H (-1.5750, 1.8367, -1.0153)
O (0.6204, -0.1115, -0.8455)
H (-1.7130, 1.7057, 0.7019)
O (3.0916, 0.0368, 0.0152)
H (2.7788, -0.1986, 0.8935)
O (0.0950, -0.7354, 1.2446)
H (-2.2797, -0.7969, 0.4084)
C (-1.6777, -0.2170, -0.2810)

Atomic forces in eV per Å
0.0 -0.2 0.3
0.1 0.2 0.1
0.1 -0.5 -0.3
-0.2 0.7 -0.4
0.1 0.0 0.4
0.3 -0.3 -0.1
-0.3 0.2 -0.3
-0.2 -0.1 0.2
0.3 0.1 -0.2
-0.1 0.0 0.0
0.0 0.2 0.2
-0.1 -0.1 0.3
0.2 -0.1 -0.2

The net charge is -1. The spin multiplicity is 1. The value obtained for the lowest unoccupied orbital energy is 4.180 eV. The value obtained for the HOMO-LUMO gap is 0.3205 hartree. Its HOMO energy is -4.541 eV.

A 2-piece molecular cluster, C3H7O3 overall in a non-equilibrium geometry. Source: the OMol25 dataset; level of theory: ωB97M-V/def2-TZVPD.

CARTESIAN COORDINATES (ANGSTROEM)
O (0.5819, 0.1500, 0.7829)
C (-2.4149, 0.5517, 0.2046)
C (1.3842, 0.0289, -0.1810)
H (0.3074, -1.7018, -1.0001)
H (-1.6978, 1.3733, 0.1609)
H (-2.5451, 0.1352, -0.8066)
H (0.1768, -0.2074, -1.8792)
H (-3.3797, 0.9209, 0.5616)
O (2.4806, 0.5935, -0.3313)
O (-1.9001, -0.4555, 1.0531)
H (-0.9040, -0.3069, 1.0250)
H (1.7676, -1.3491, -1.7862)
C (0.8945, -0.8493, -1.3709)

Atomic forces in eV per Å
0.2 0.2 0.4
0.5 -0.7 0.0
0.0 0.0 -0.5
-0.2 0.3 0.2
-0.1 0.2 -0.2
-0.1 0.3 0.0
0.6 -0.2 -1.0
0.0 0.0 0.1
0.0 -0.1 0.2
-0.2 0.3 0.1
-0.2 -0.3 -0.1
-0.1 0.8 -1.1
-0.2 -0.8 1.9

The net charge is -1. The spin multiplicity is 1. The value obtained for the lowest unoccupied orbital energy is 4.116 eV. The value obtained for the HOMO-LUMO gap is 0.3156 hartree. Its HOMO energy is -4.472 eV.

Energy above the lowest of the compared OMol25 structures with the same formula, charge and spin (computed, eV): 3.673 4.166 0.687 0.765 5.619 1.405 0.205 0.000 0.810